(1)
The following is a quantum chemistry calculation of 2 unconnected molecules or ions with the total composition H4O2, from the Open Molecules 2025 dataset.

Structure (XYZ):
```
6
Properties=species:S:1:pos:R:3:forces:R:3
O -1.2535 -0.1287 -0.3104 -0.042 -1.616 -0.189
H -1.2580 0.6760 0.1535 -0.194 2.259 0.534
H -1.2273 -0.7214 0.4462 -0.359 -0.720 -0.084
O 1.5124 -0.2124 -0.2156 -0.079 0.483 0.485
H 0.5626 -0.3500 -0.0239 0.757 0.273 -0.604
H 1.6638 0.7364 -0.0497 -0.083 -0.678 -0.141
```
Forces are in eV/Å.

Summary:
Kohn-Sham gap in eV: 11.6
Energy relative to the best compared isomer or geometry (same formula, charge and spin) in kcal per mole: 7.5
E_tot in a.u.: -152.86297
Structure (SMILES): O.O
Charge: 0

Results of the Mulliken charge analysis, in e, for atoms 1 through 2: -0.690 0.338


(2)
The following is a quantum chemistry calculation of a gas-phase ion, C6H13N (charge -1), from the Open Molecules 2025 dataset.

Structure (XYZ):
```
20
Properties=species:S:1:pos:R:3:forces:R:3
C -0.8320 1.1717 -1.4125 -0.508 0.225 -0.128
N -0.3057 1.5474 -0.1193 -0.264 0.886 0.647
C 0.7542 0.7233 0.4223 -0.321 -2.088 -0.290
C 0.3220 -0.6992 0.9305 0.462 0.437 -0.502
C 1.4319 -1.7030 0.7461 0.543 -0.049 -0.069
C 1.3971 -2.9875 1.2290 -0.605 0.889 -0.310
C -2.2757 1.6410 -1.5392 -0.825 -0.526 0.918
H -0.2027 1.6166 -2.1874 0.045 -0.236 -0.129
H -0.9078 0.0869 -1.5583 0.533 -0.086 -0.085
H -1.0594 1.6911 0.5458 0.182 -0.223 -0.062
H 1.3547 1.1898 1.2009 -0.024 0.422 -0.180
H 1.3599 0.4128 -0.4300 0.532 0.605 -0.070
H -0.5784 -0.9537 0.3725 -0.164 -0.242 0.276
H 0.1110 -0.7045 2.0134 -0.423 0.302 0.082
H 2.4254 -1.2824 0.5670 -0.136 0.226 0.258
H 2.3141 -3.5038 1.4785 -0.158 -0.438 -0.225
H 0.4025 -3.4193 1.2394 0.307 -0.607 0.497
H -2.7816 1.3983 -2.4730 0.401 0.233 -0.338
H -2.4849 2.6716 -1.2424 0.373 0.132 -0.309
H -2.8442 1.0379 -0.8121 0.050 0.138 0.018
```
Forces are in eV/Å.

Summary:
Spin multiplicity: 2
⟨S²⟩: 0.752
Kohn-Sham gap (spin up / spin down) in eV: 2.4 / 7.4
Energy relative to the best compared isomer or geometry (same formula, charge and spin) in kcal per mole: 33.7
E_tot in a.u.: -291.05066
Charge: -1

Results of the Mulliken charge analysis, in e, for atoms 1 through 2: -0.180 -0.261


(3)
The following is a quantum chemistry calculation of a molecular structure, C3H5NO2, from the Open Molecules 2025 dataset.

Structure (XYZ):
```
11
Properties=species:S:1:pos:R:3:forces:R:3
N 1.5134 -0.4274 0.0918 0.173 0.176 0.209
C 0.2035 -0.1228 -0.3538 -0.378 0.165 0.630
C -1.1847 -0.6738 0.4008 3.304 0.777 -0.282
O -1.7397 0.6435 0.2276 0.106 -0.336 -0.477
C -0.5174 1.1793 -0.1275 0.175 0.332 -0.310
O -0.2013 2.3134 -0.1882 -0.181 0.745 0.102
H 1.7541 0.0886 0.9243 0.186 0.012 0.110
H 2.2263 -0.2866 -0.6157 -0.187 0.046 0.149
H 0.1624 -0.3545 -1.4491 -0.359 -0.025 0.925
H -1.0794 -1.3906 -0.3557 -2.978 -1.826 -0.792
H -1.1371 -0.9692 1.4453 0.139 -0.065 -0.264
```
Forces are in eV/Å.

Summary:
Kohn-Sham gap in eV: 10.1
Energy relative to the best compared isomer or geometry (same formula, charge and spin) in kcal per mole: 59.7
E_tot in a.u.: -322.47914
Charge: 0

Results of the Mulliken charge analysis, in e, for atoms 1 through 2: -0.557 0.090